# 1
ORCA calculation (ωB97M-V with the def2-TZVPD basis set) on a molecular structure, C35H27ClCoN3O4PS at a distorted geometry.

Computed properties:
Strongest force on any atom, eV/A: 1.91
Kohn-Sham gap (alpha / beta), eV: 4.308 / 5.309
Electronic energy, Eh: -4397.4609
Energy above the lowest of the compared OMol25 structures with the same formula, charge and spin, kJ/mol: 813.81
2S+1: 5
Net charge: -1
⟨S²⟩: 6.423

The geometry in XYZ format:
```
73
C35H27ClCoN3O4PS ωB97M-V with the def2-TZVPD basis set
Co 0.31762 -0.90621 0.66913
O 2.59242 -1.47161 -1.41987
S 2.32392 -2.84921 -1.70667
O 3.44692 -3.70841 -1.95747
O 1.57482 -3.50681 -0.40917
C 1.13202 -3.00811 -2.96627
C 1.29502 -3.94051 -3.97127
C 0.40672 -3.98091 -5.02597
C -0.65328 -3.05111 -5.04777
C -0.81328 -2.13981 -4.03757
C 0.08762 -2.05471 -2.95507
P -0.15938 -0.92441 -1.54657
C 0.75212 0.51999 -2.20167
C 1.71272 1.08519 -1.36887
C 2.61232 2.00579 -1.87067
C 2.54182 2.38649 -3.20207
C 1.55722 1.86069 -4.02517
C 0.67572 0.91549 -3.53287
C -1.94048 -0.65901 -1.90547
C -2.48908 0.47839 -2.48107
C -3.84688 0.53999 -2.74197
C -4.66788 -0.53191 -2.43577
C -4.13188 -1.66231 -1.83737
C -2.77748 -1.71701 -1.56787
H 2.13802 -4.61131 -3.90117
H 0.50932 -4.70411 -5.82007
H -1.34258 -3.05141 -5.88147
H -1.64068 -1.44891 -4.09457
H 1.77092 0.75269 -0.33767
H 3.38412 2.40879 -1.22937
H 3.26662 3.07929 -3.60947
H 1.49782 2.16329 -5.06367
H -0.05428 0.46829 -4.19417
H -1.84398 1.31089 -2.72637
H -4.26318 1.43339 -3.18787
H -5.72298 -0.49261 -2.66967
H -4.77308 -2.49751 -1.58687
H -2.33908 -2.59061 -1.09947
O 0.86752 1.03329 1.84483
C 0.49572 1.47539 3.12633
C -0.40658 3.42299 3.40223
C -0.85248 3.39119 4.82113
C -0.62148 2.35619 5.69443
C -0.07778 1.08009 5.47973
C 0.40642 0.54959 4.26533
C 0.51832 -0.81361 3.96533
N 0.57082 -1.35921 2.72823
C 0.80672 -2.68681 2.89663
C 0.84412 -3.01711 4.22093
N 0.65422 -1.82311 4.89473
H -0.61748 4.37689 2.91343
H -1.34018 4.28189 5.19023
H -0.95798 2.53139 6.71373
H -0.13788 0.39809 6.31983
H 1.26442 -4.38841 1.76943
H 1.00602 -3.94301 4.73383
H 0.57702 -1.70561 5.88853
Cl -2.39878 1.53869 3.09083
C -0.80438 2.14359 2.66643
C 1.07852 2.92699 3.35293
C 1.81782 3.53849 2.23663
C 1.31992 3.62779 0.95003
C 0.25252 2.90369 0.46423
C -0.26278 1.75019 1.23303
C -1.01918 0.69189 0.48483
H 1.60732 3.04259 4.29623
H 2.72292 4.07509 2.48953
H 1.81122 4.31129 0.26573
H -0.14648 3.08189 -0.51997
H -1.50168 1.14299 -0.38247
H -1.80808 0.24549 1.10553
N 1.02922 -3.40221 1.73723
C 1.16602 -2.67871 0.60733
```



# 2
ORCA calculation (ωB97M-V with the def2-TZVPD basis set) on a molecular structure, C41H46HfP2 at a distorted geometry.

Computed properties:
Strongest force on any atom, eV/A: 4.60
Kohn-Sham gap (alpha / beta), eV: 4.909 / 4.928
Electronic energy, Eh: -2319.8761
Net charge: +2

The geometry in XYZ format:
```
90
C41H46HfP2 ωB97M-V with the def2-TZVPD basis set
Hf -0.36628 -1.94725 -1.36004
C 0.25571 -3.28831 -2.86550
C -0.12744 -1.99500 -3.45585
C -1.49122 -1.80602 -4.10637
C -2.70119 -2.23442 -3.23073
C -2.48883 -2.20990 -1.71768
C -1.96455 -3.33026 -0.96236
C -1.64752 -4.63576 -1.66602
C -0.67370 -4.49704 -2.87664
C -0.48384 0.99975 2.70944
H 1.31695 -3.55291 -2.86104
H 0.67633 -1.37220 -3.87476
H -1.52562 -2.36892 -5.05644
H -1.62060 -0.74678 -4.40172
H -3.51741 -1.52551 -3.45375
H -3.09176 -3.20913 -3.57115
H -3.17557 -1.53684 -1.19987
H -2.28969 -3.42418 0.08257
H -2.57526 -5.13615 -2.00756
H -1.21142 -5.33877 -0.93459
H -0.02765 -5.39116 -2.86759
H -1.24343 -4.56086 -3.81708
H 0.32376 0.30486 2.46519
H -0.78919 0.89460 3.76003
H -0.13341 2.01594 2.51398
P 1.35142 0.83106 -0.78052
P -1.86813 0.66507 1.64055
C -0.42157 0.48786 -1.01129
C -1.51804 0.31072 -0.09972
C 2.12044 1.81684 -2.05248
C 1.67897 1.72257 -3.38379
C 2.28018 2.52244 -4.35568
C 3.33038 3.38674 -4.00915
C 3.80579 3.42867 -2.69049
C 3.21546 2.63288 -1.71324
C 2.04945 -0.83815 -0.93101
C 1.61455 -1.77854 0.07884
C 2.30653 -3.01730 0.17550
C 3.43308 -3.23659 -0.60814
C 3.80856 -2.33420 -1.60997
C 3.10852 -1.14838 -1.81649
C -3.02500 2.02251 1.82540
C -2.73186 3.25273 1.20211
C -3.59306 4.33515 1.39240
C -4.73553 4.19396 2.19146
C -5.01759 2.97243 2.81059
C -4.15515 1.89073 2.64560
C -2.67247 -0.83675 2.22143
C -1.96359 -1.76607 2.99848
C -2.55570 -2.98876 3.31249
C -3.83737 -3.29019 2.84113
C -4.53650 -2.36637 2.05726
C -3.95055 -1.14375 1.73345
H -0.75960 0.93819 -1.95781
H -2.49829 0.36128 -0.60958
H 0.88326 1.02516 -3.64109
H 1.91314 2.47353 -5.38372
H 3.77540 4.03780 -4.76716
H 4.63024 4.08530 -2.40417
H 3.58138 2.61647 -0.68900
H 1.11380 -1.39625 0.97368
H 1.98686 -3.71757 0.95205
H 4.05200 -4.11367 -0.42837
H 4.68298 -2.54569 -2.21828
H 3.38357 -0.46861 -2.62603
H -1.83929 3.34880 0.57783
H -3.36230 5.28508 0.90992
H -5.40934 5.03758 2.32933
H -5.90822 2.84496 3.42316
H -4.36261 0.94468 3.14566
H -0.96051 -1.53825 3.35887
H -2.01334 -3.71203 3.92396
H -4.28893 -4.25005 3.08604
H -5.54483 -2.58195 1.69751
H -4.50154 -0.41662 1.13036
C 4.85601 1.87049 2.46322
C 3.49660 2.57190 2.53902
C 2.94788 2.45743 3.96119
C 3.65386 4.04890 2.15708
C 2.58651 1.92344 1.59610
C 1.85991 1.41545 0.75652
H 5.59314 2.36867 3.10556
H 5.22358 1.88152 1.43060
H 4.75459 0.82437 2.77539
H 3.61425 2.98389 4.65585
H 1.94811 2.89916 4.02696
H 2.87813 1.40619 4.26289
H 4.16319 4.14434 1.19021
H 2.67417 4.53477 2.07593
H 4.24786 4.57628 2.91114
```



# 3
ORCA calculation (ωB97M-V with the def2-TZVPD basis set) on 4 unconnected molecules or ions with the total composition CH10NO3 at a distorted geometry.

Computed properties:
Strongest force on any atom, eV/A: 3.79
Kohn-Sham gap, eV: 10.398
Electronic energy, Eh: -324.2756
Energy above the lowest of the compared OMol25 structures with the same formula, charge and spin, kJ/mol: 113.21
Net charge: +1

The geometry in XYZ format:
```
15
CH10NO3 ωB97M-V with the def2-TZVPD basis set
C -1.42259 2.01374 -0.28662
N -1.42017 0.87958 0.30974
H -1.80276 3.11248 0.03118
H -0.86586 2.18429 -1.32209
H -0.74841 0.16282 -0.00444
H -2.02318 0.74659 1.18311
H 0.46524 -1.59603 -0.87368
H 1.14928 -0.33394 -0.18157
O 0.42473 -0.56288 -0.73357
H -1.32447 -2.95668 0.66607
H -0.52504 -3.88142 -0.42061
O -0.78753 -2.97910 -0.09498
H 2.24162 1.32398 1.43101
H 3.61134 1.33619 0.78554
O 2.65018 1.24975 0.61068
```



# 4
ORCA calculation (ωB97M-V with the def2-TZVPD basis set) on 2 unconnected molecules or ions with the total composition C3H3NO at a distorted geometry.

Computed properties:
Strongest force on any atom, eV/A: 1.18
Kohn-Sham gap, eV: 10.375
Electronic energy, Eh: -246.0463
Energy above the lowest of the compared OMol25 structures with the same formula, charge and spin, kJ/mol: 118.72

The geometry in XYZ format:
```
8
C3H3NO ωB97M-V with the def2-TZVPD basis set
O 1.54290 -0.76211 1.09364
C 0.51027 -0.21312 1.15580
C -0.64357 0.40598 1.17896
C 0.29797 -0.25724 -1.91427
N -0.51752 0.45731 -2.30890
H 1.05254 -0.91014 -1.52036
H -0.82866 1.17859 0.44217
H -1.41393 0.10074 1.87296
```



# 5
ORCA calculation (ωB97M-V with the def2-TZVPD basis set) on a molecular structure, C5H6O3 at a distorted geometry.

Computed properties:
Strongest force on any atom, eV/A: 5.29
Kohn-Sham gap, eV: 11.115
Electronic energy, Eh: -419.7656
Energy above the lowest of the compared OMol25 structures with the same formula, charge and spin, kJ/mol: 193.83

The geometry in XYZ format:
```
14
C5H6O3 ωB97M-V with the def2-TZVPD basis set
C -0.17349 -1.00794 0.29403
C 0.28664 0.16327 1.09039
C -0.93104 0.87464 0.47941
C -0.57498 0.02816 -0.80343
C 0.87339 0.55271 -0.97297
H 1.54822 -1.44195 -0.74088
H -1.10169 -1.39444 0.73271
H 0.53672 0.17823 2.11364
H -0.94162 2.00123 0.27452
H -1.85107 0.57749 0.97678
H -1.26227 -0.17553 -1.67520
O 0.78638 -1.98379 -0.06155
O 1.39235 1.04514 -1.97087
O 1.41246 0.58280 0.26342
```



# 6
ORCA calculation (ωB97M-V with the def2-TZVPD basis set) on C11H15FNOP in the gas phase at a distorted geometry.

Computed properties:
Strongest force on any atom, eV/A: 4.91
Kohn-Sham gap, eV: 7.873
Electronic energy, Eh: -999.2351
Energy above the lowest of the compared OMol25 structures with the same formula, charge and spin, kJ/mol: 0.00

The geometry in XYZ format:
```
30
C11H15FNOP ωB97M-V with the def2-TZVPD basis set
C -1.20173 0.25884 -2.07313
C -1.90778 1.36809 -2.17676
C -0.15448 0.10349 -1.04536
C 0.03680 1.11002 -0.15208
C -1.80204 2.52128 -1.23841
C -0.61240 2.43084 -0.24997
C 1.84484 -0.18233 0.99503
C 1.33548 -1.39536 0.33485
C 0.35810 -1.24899 -0.77199
C -0.05308 -1.80007 0.59330
C -0.25828 -3.26568 0.92695
N 1.04393 1.08079 0.88175
O 0.41547 -2.13535 -1.80790
F -0.71490 -1.02311 1.44402
P 0.90629 1.92165 2.41449
H -1.30522 -0.69571 -2.62334
H -2.77941 1.32646 -2.72759
H -1.61577 3.40806 -1.91167
H -2.73125 2.86753 -0.76345
H -0.99719 2.76304 0.76548
H 0.33852 3.06447 -0.43735
H 1.73882 -0.49170 2.05803
H 2.93151 0.02385 0.77438
H 2.08474 -2.03659 0.27265
H 0.07487 -3.34818 1.99294
H 0.32262 -3.83677 0.19467
H -1.33640 -3.46026 0.69103
H 1.12623 -2.07682 -2.34501
H 2.33640 1.93862 2.67608
H 0.57530 0.80991 3.30836
```



# 7
ORCA calculation (ωB97M-V with the def2-TZVPD basis set) on a molecular structure, C25H26ClKN5.

Computed properties:
Strongest force on any atom, eV/A: 0.81
Kohn-Sham gap, eV: 4.199
Electronic energy, Eh: -2302.0720
Energy above the lowest of the compared OMol25 structures with the same formula, charge and spin, kJ/mol: 20.45
Net charge: -1

The geometry in XYZ format:
```
58
C25H26ClKN5 ωB97M-V with the def2-TZVPD basis set
K -0.47734 0.26714 -1.08363
C -2.34235 0.69827 2.15251
C -3.61035 -0.03428 1.69000
C -3.79828 -0.53746 0.28310
C -4.21495 -1.84619 0.10340
C -4.56616 -2.37810 -1.12273
C -4.48656 -1.51863 -2.21200
C -4.07234 -0.22945 -2.04578
N -3.71395 0.30584 -0.81550
N -1.09048 0.19875 1.61697
C 0.03624 0.94431 2.17893
C 0.79922 1.88084 1.25376
C 2.17878 1.97546 1.42285
C 2.92416 2.73974 0.54688
C 2.26226 3.41397 -0.46934
C 0.88703 3.29733 -0.54471
N 0.15659 2.55908 0.29748
C -0.91328 -1.27534 1.74594
C 0.37938 -1.80184 1.13500
C 1.43717 -2.10702 1.98594
C 2.51938 -2.82654 1.37914
C 2.63311 -2.86421 0.03849
C 1.73411 -1.99496 -0.80752
N 0.39670 -1.94779 -0.18633
H -2.35318 0.64435 3.25858
H -2.40055 1.76098 1.91460
H -4.46456 0.60436 1.95446
H -3.70140 -0.92523 2.31110
H -4.25175 -2.46708 0.98860
H -4.86777 -3.40904 -1.22741
H -4.73219 -1.84348 -3.21375
H -3.98718 0.46022 -2.87135
H 0.76549 0.22899 2.56339
H -0.29064 1.56037 3.03020
H 2.66516 1.37466 2.18113
H 4.00292 2.76660 0.61772
H 2.80578 3.97843 -1.21393
H 0.34033 3.79603 -1.33870
H -1.74354 -1.74530 1.21904
H -0.96046 -1.56109 2.81048
H 1.31545 -2.05742 3.06176
H 3.20356 -3.40335 1.99613
H 3.39144 -3.47846 -0.43523
H 1.62855 -2.42879 -1.80711
Cl 4.89973 1.90813 -4.01923
C 3.94022 1.02532 -2.83541
C 4.57228 0.28980 -1.79567
C 3.83191 -0.47470 -0.96827
C 2.32732 -0.53553 -1.05211
N 1.79717 0.07436 -2.29252
C 2.59825 0.77814 -3.06028
H 5.65079 0.33099 -1.68037
H 4.31538 -1.03483 -0.17795
H 1.91765 0.01025 -0.17484
H 2.14055 1.20196 -3.95672
C -3.32578 1.59249 -0.75439
H -2.81413 1.94036 0.11777
H -3.27490 2.11859 -1.69255
```



Q: Which value of electronic energy does entry 6 give?
A: -999.2351 Eh



Q: Look up the strongest force on any atom of the seventh one.
A: 0.81 eV/A



Q: Which of these has the highest electronic energy?
A: C3H3NO